1.
2 unconnected molecules or ions with the total composition CH6ClN2S in a non-equilibrium geometry. Source: OMol25; level of theory: wB97M-V/def2-TZVPD.

calculated total energy: -1009.178445 a.u.
E_LUMO: -4.2 eV
highest occupied orbital energy: -0.5068 hartree
net charge: +1

Each line ends with the Löwdin charge.
Positions of all 11 atoms, in Å:
C -0.770 0.602 -1.746  -0.102
N 0.318 0.888 -0.912  -0.480
N -0.670 -0.038 -0.431  0.046
S 1.289 -0.397 1.732  0.548
Cl 0.458 2.469 -0.293  0.730
H -0.593 -0.116 -2.579  0.156
H -1.623 1.190 -2.043  0.141
H -0.254 -0.876 -0.164  0.068
H -1.358 0.179 0.366  0.219
H 2.435 -0.576 2.440  -0.151
H 0.801 0.389 2.707  -0.174

***

2.
2 unconnected molecules or ions with the total composition C5H13NO in a non-equilibrium geometry. Source: OMol25; level of theory: wB97M-V/def2-TZVPD.

calculated total energy: -328.177812 a.u.
E_LUMO (alpha / beta): 3.9 / 3.8 eV
highest occupied orbital energy (alpha / beta): 0.0430 / -0.1721 hartree
expectation value of S²: 0.751
net charge: -1
spin multiplicity: 2

Each line ends with the Löwdin spin population.
Positions of all 20 atoms, in Å:
C 1.026 2.839 0.128  0.026
C 0.192 1.547 0.276  0.064
C 0.846 0.386 0.808  0.036
N 0.274 -0.690 1.514  0.006
C 0.239 -1.898 0.685  0.113
C -1.222 -1.993 0.206  0.156
H 0.402 3.639 0.317  0.002
H 1.388 2.860 -0.839  0.010
H 1.850 2.854 0.762  0.000
H -0.801 1.368 -0.153  0.016
H 1.986 0.295 0.784  0.010
H -0.649 -0.494 1.979  0.005
H 0.891 -1.766 -0.162  0.057
H 0.580 -2.782 1.210  0.017
H -1.391 -2.762 -0.566  0.065
H -1.870 -2.217 1.041  0.016
H -1.621 -0.995 -0.105  0.020
H -1.205 -0.743 -3.248  0.089
H -0.285 -0.213 -2.085  0.060
O -0.960 0.063 -2.768  0.231

***

3.
A molecular structure, C21H28AlBr2Cl8F3N5O11PS3 in a non-equilibrium geometry. Source: OMol25; level of theory: wB97M-V/def2-TZVPD.

calculated total energy: -12825.069279 a.u.
E_LUMO: -6.1 eV
highest occupied orbital energy: -0.2608 hartree
net charge: 0

Each line ends with the Löwdin charge.
Positions of all 83 atoms, in Å:
C 4.598 2.023 1.237  -0.137
S 3.068 0.941 1.036  0.744
O 2.900 0.759 -0.462  -0.335
O 3.418 -0.366 1.757  -0.370
C 1.659 1.861 1.833  -0.358
F 1.705 3.219 1.298  0.006
C 1.874 2.001 3.406  -0.131
N 2.091 2.191 4.583  0.216
C 0.177 1.270 1.425  -0.414
C -0.767 1.624 2.706  -0.160
N -1.411 1.971 3.679  0.213
O -0.273 2.078 0.315  -0.020
C -1.481 1.571 -0.277  -0.296
O -1.369 0.843 -1.326  0.089
C -2.970 1.880 0.225  -0.032
C -3.794 3.149 -0.287  0.051
C -5.276 3.452 0.155  -0.030
C -6.067 2.504 1.133  -0.090
C -5.251 1.248 1.675  -0.214
C -3.754 0.946 1.225  0.023
P 0.232 -0.603 1.091  0.787
N -1.195 -1.326 1.068  -0.211
H 4.433 2.831 2.053  0.095
H 4.923 2.481 0.226  0.019
H 5.478 1.336 1.558  0.072
H -3.337 3.901 -1.032  0.117
H -5.864 4.367 -0.241  0.108
H -7.153 2.685 1.444  0.104
H -5.804 0.542 2.382  0.045
H -3.292 -0.010 1.674  0.096
H 0.981 -1.202 2.203  -0.170
H 0.881 -0.814 -0.178  0.084
H -1.277 -2.067 1.793  -0.043
N 0.009 -4.488 4.997  -0.292
S 1.471 -4.748 5.526  0.500
O 2.442 -3.692 5.319  -0.316
O 1.970 -6.099 5.461  -0.256
F 1.207 -4.605 7.093  -0.177
S -0.052 -4.487 3.430  0.477
O -1.283 -3.933 2.901  -0.305
O 0.432 -5.648 2.729  -0.235
F 1.012 -3.350 3.004  -0.305
C 6.106 -3.430 -0.402  -0.172
C 7.525 -3.065 -0.771  -0.165
C 7.515 -1.558 -0.615  -0.326
O 6.563 -1.254 0.414  -0.147
C 5.801 -2.436 0.699  -0.199
H 5.987 -4.468 -0.084  0.117
H 5.443 -3.256 -1.257  0.118
H 8.222 -3.511 -0.052  0.119
H 7.816 -3.388 -1.773  0.118
H 7.178 -1.060 -1.544  -0.032
H 8.492 -1.158 -0.340  0.089
H 6.122 -2.814 1.676  0.126
H 4.740 -2.184 0.756  0.095
Al 0.489 -1.311 3.895  0.967
C 7.379 2.904 -1.584  -1.171
Cl 6.171 4.191 -1.408  0.520
Cl 7.641 2.066 -0.046  0.489
H 7.025 2.181 -2.331  -0.145
H 8.319 3.343 -1.913  0.023
Br -5.598 2.342 4.042  0.265
Cl -4.991 -0.574 -2.802  0.528
C -3.512 -1.030 -3.684  -0.659
C -3.497 -0.485 -5.098  -0.656
Cl -4.720 -1.265 -6.134  0.556
H -3.433 -2.119 -3.672  0.073
H -2.670 -0.622 -3.120  0.052
H -2.526 -0.675 -5.558  0.075
H -3.677 0.592 -5.115  0.070
C -6.175 -1.886 -9.366  0.013
N -7.115 -1.545 -10.466  -0.446
O -6.706 -0.798 -11.343  0.061
O -8.231 -2.039 -10.411  0.058
H -5.227 -1.380 -9.544  0.090
H -6.624 -1.546 -8.433  0.074
H -6.041 -2.967 -9.372  0.103
Br 8.170 0.632 -2.388  0.393
C -7.450 5.867 5.861  -2.032
Cl -8.255 4.505 6.672  0.508
Cl -5.692 5.725 6.072  0.497
Cl -7.844 5.841 4.127  0.487
Cl -8.011 7.396 6.573  0.518

***

4.
C3H5N3 in the gas phase in a non-equilibrium geometry. Source: OMol25; level of theory: wB97M-V/def2-TZVPD.

calculated total energy: -281.490765 a.u.
E_LUMO: 1.0 eV
highest occupied orbital energy: -0.3545 hartree
net charge: 0

Each line ends with the Löwdin charge.
Positions of all 11 atoms, in Å:
C 1.889 -0.112 0.047  0.018
N 0.338 -0.140 -0.390  -0.287
N -0.207 1.113 -0.201  0.059
C -1.534 0.756 -0.044  -0.131
C -1.689 -0.702 -0.018  -0.092
N -0.400 -1.129 -0.198  0.016
H 2.002 0.433 1.162  0.131
H 2.328 0.753 -0.636  0.102
H 2.196 -1.095 -0.063  0.022
H -2.384 1.425 0.093  0.083
H -2.538 -1.301 0.248  0.079

***

5.
2 unconnected molecules or ions with the total composition C5H14NO in a non-equilibrium geometry. Source: OMol25; level of theory: wB97M-V/def2-TZVPD.

calculated total energy: -328.567318 a.u.
E_LUMO: -3.1 eV
highest occupied orbital energy: -0.4889 hartree
net charge: +1

Each line ends with the Löwdin charge.
Positions of all 21 atoms, in Å:
C -1.600 -0.345 -0.268  -0.152
C -1.076 1.099 -0.350  -0.194
C 0.044 1.211 -1.544  -0.190
C 2.188 0.092 -0.747  0.004
C 1.176 0.174 -1.693  -0.178
N -0.527 -1.030 0.563  0.145
H -2.551 -0.483 0.393  0.157
H -1.929 -0.481 -1.325  0.149
H -0.781 1.611 0.630  0.125
H -1.718 1.910 -0.673  0.099
H -0.533 1.304 -2.486  0.105
H 0.556 2.254 -1.405  0.144
H 2.071 0.832 0.098  0.081
H 3.197 -0.302 -0.753  0.058
H 1.146 -0.364 -2.669  0.110
H -0.979 -1.943 0.628  0.156
H -0.244 -0.681 1.611  0.167
H 0.244 -1.123 -0.013  0.057
H 0.646 -0.423 3.412  0.092
H 0.450 -2.078 3.509  0.101
O 0.221 -1.234 3.082  -0.035

***

6.
C2H5NO3S in the gas phase in a non-equilibrium geometry. Source: OMol25; level of theory: wB97M-V/def2-TZVPD.

calculated total energy: -757.751488 a.u.
E_LUMO: 0.4 eV
highest occupied orbital energy: -0.3628 hartree
net charge: 0

Each line ends with the Löwdin charge.
Positions of all 12 atoms, in Å:
C -0.623 0.207 0.615  -0.411
C 0.067 -0.883 1.221  -0.056
N -0.083 1.173 -0.170  -0.006
O -2.667 1.650 -0.206  -0.263
O -2.517 -0.904 -0.598  -0.453
O 1.299 1.201 -0.018  -0.069
S -2.443 0.102 0.438  0.957
H 0.108 -0.709 2.232  0.077
H 1.003 -0.984 0.821  0.066
H -0.534 -1.737 1.056  0.082
H -1.883 1.882 -0.576  -0.057
H 1.739 1.858 -0.630  0.133

***

7.
6 unconnected molecules or ions with the total composition C47H73BN3O15 in a non-equilibrium geometry. Source: OMol25; level of theory: wB97M-V/def2-TZVPD.

calculated total energy: -3152.014505 a.u.
E_LUMO: -4.2 eV
highest occupied orbital energy: -0.3967 hartree
net charge: +1

Each line ends with the Löwdin charge.
Positions of all 139 atoms, in Å:
C -3.893 -4.941 -0.959  -0.099
C -2.672 -4.182 -1.678  -0.228
C -2.221 -2.817 -0.902  -0.177
N -0.879 -2.448 -1.461  0.052
C -0.944 -1.429 -2.483  -0.084
N -2.115 -1.130 -3.283  0.106
C -2.162 -0.099 -4.313  0.041
C -0.939 0.774 -4.658  -0.072
C -1.159 1.904 -5.795  -0.146
C -1.084 3.406 -5.225  -0.189
C -1.672 3.600 -3.740  -0.205
C -0.471 4.039 -2.761  -0.209
C -0.979 4.175 -1.234  -0.217
C -0.137 5.221 -0.356  -0.222
C 1.402 4.781 -0.108  -0.208
C 2.262 5.946 0.646  -0.210
C 3.824 5.626 0.421  -0.209
C 4.802 6.856 0.761  -0.194
C 6.165 6.837 -0.115  -0.170
C 7.343 5.980 0.579  -0.232
O 7.617 6.421 1.955  -0.247
C 8.589 5.498 2.512  -0.139
C 0.399 0.520 -3.898  0.091
C 1.718 1.375 -4.228  -0.262
O 2.672 1.512 -3.405  0.095
O 1.880 2.087 -5.469  0.107
B 3.165 1.782 -6.073  -0.584
O 3.228 0.581 -6.878  0.136
O 4.248 2.700 -5.861  0.140
C 0.372 -0.601 -2.795  0.031
C 1.680 -0.976 -1.935  -0.140
C 2.217 -0.026 -0.798  0.025
C 3.469 -0.529 -0.001  -0.013
C 4.041 -1.913 -0.404  -0.107
N 3.592 -2.783 -1.445  0.018
C 2.450 -2.303 -2.155  -0.078
H -3.745 -6.083 -1.069  0.091
H -3.958 -4.731 0.165  0.071
H -4.887 -4.702 -1.481  0.066
H -2.939 -3.974 -2.771  0.082
H -1.769 -4.901 -1.701  0.113
H -2.154 -3.100 0.213  0.110
H -3.034 -2.021 -1.080  0.125
H -0.329 -2.128 -0.632  0.143
H -3.000 -1.661 -3.149  0.144
H -3.142 0.078 -4.875  0.142
H -2.165 1.679 -6.305  0.118
H -0.323 1.780 -6.569  0.118
H -0.005 3.809 -5.342  0.116
H -1.719 4.059 -5.939  0.119
H -2.305 2.731 -3.353  0.105
H -2.385 4.512 -3.793  0.119
H -0.126 5.103 -3.072  0.131
H 0.442 3.351 -2.882  0.095
H -2.075 4.525 -1.222  0.113
H -0.883 3.135 -0.755  0.108
H -0.211 6.293 -0.745  0.112
H -0.628 5.230 0.694  0.117
H 1.468 3.862 0.571  0.110
H 1.895 4.640 -1.132  0.097
H 2.063 5.904 1.781  0.087
H 1.984 6.996 0.249  0.121
H 4.148 4.741 1.086  0.121
H 3.970 5.385 -0.694  0.100
H 4.273 7.854 0.507  0.119
H 5.115 6.902 1.865  0.085
H 6.587 7.902 -0.278  0.115
H 6.017 6.404 -1.171  0.108
H 7.128 4.841 0.556  0.128
H 8.320 6.165 -0.015  0.125
H 9.055 6.033 3.425  0.102
H 8.057 4.522 2.836  0.097
H 9.409 5.187 1.776  0.090
H 4.195 0.444 -7.024  0.118
H 5.010 2.227 -5.456  0.124
H 1.694 0.963 -0.590  0.103
H 3.895 0.124 0.827  0.097
H 4.941 -2.284 0.216  0.111
H 2.046 -2.987 -2.994  0.107
O -0.867 -2.802 2.154  0.085
C -1.400 -3.610 2.879  -0.467
O -2.438 -4.400 2.499  0.011
C -2.897 -5.156 3.628  -0.147
C -1.730 -5.186 4.585  -0.156
C -1.056 -3.857 4.322  -0.067
H -3.771 -4.653 4.053  0.135
H -3.188 -6.157 3.306  0.131
H -2.030 -5.327 5.624  0.082
H -1.051 -6.002 4.316  0.128
H -1.482 -3.057 4.933  0.140
H 0.023 -3.918 4.464  0.132
O 2.920 6.735 3.462  0.102
C 3.774 6.933 4.291  -0.448
O 5.087 7.133 4.000  0.004
C 5.836 7.226 5.217  -0.156
C 4.829 7.618 6.273  -0.161
C 3.563 6.951 5.781  -0.077
H 6.295 6.254 5.420  0.130
H 6.624 7.973 5.107  0.132
H 5.122 7.315 7.280  0.120
H 4.695 8.704 6.273  0.124
H 3.478 5.923 6.141  0.136
H 2.676 7.526 6.045  0.131
O -7.046 -4.014 0.659  0.110
C -7.840 -3.697 -0.188  -0.481
O -9.040 -4.310 -0.375  0.034
C -9.682 -3.759 -1.529  -0.162
C -9.055 -2.398 -1.721  -0.166
C -7.645 -2.614 -1.214  -0.092
H -9.502 -4.423 -2.380  0.130
H -10.758 -3.692 -1.355  0.129
H -9.102 -2.043 -2.752  0.119
H -9.564 -1.663 -1.088  0.124
H -6.982 -2.983 -2.001  0.123
H -7.238 -1.711 -0.760  0.127
O -2.807 -4.349 7.711  0.114
C -3.364 -5.394 7.938  -0.471
O -3.409 -6.437 7.063  0.003
C -4.240 -7.472 7.604  -0.155
C -4.256 -7.231 9.095  -0.161
C -4.138 -5.724 9.184  -0.077
H -5.235 -7.389 7.159  0.131
H -3.820 -8.448 7.354  0.129
H -5.145 -7.631 9.586  0.122
H -3.378 -7.695 9.556  0.124
H -5.114 -5.235 9.137  0.138
H -3.595 -5.415 10.077  0.133
O -2.161 -5.768 -4.190  0.096
C -1.008 -5.867 -4.528  -0.473
O -0.051 -6.490 -3.790  0.032
C 1.221 -6.329 -4.429  -0.157
C 0.905 -6.040 -5.877  -0.160
C -0.408 -5.292 -5.782  -0.082
H 1.752 -5.503 -3.945  0.117
H 1.808 -7.241 -4.312  0.132
H 1.692 -5.482 -6.387  0.121
H 0.753 -6.979 -6.418  0.125
H -0.256 -4.218 -5.645  0.128
H -1.044 -5.484 -6.646  0.131

***

8.
2 unconnected molecules or ions with the total composition C4H6N2O6 in a non-equilibrium geometry. Source: OMol25; level of theory: wB97M-V/def2-TZVPD.

calculated total energy: -716.863032 a.u.
E_LUMO: 6.4 eV
highest occupied orbital energy: -0.0017 hartree
net charge: -2

Each line ends with the Löwdin charge.
Positions of all 18 atoms, in Å:
C -0.258 -0.639 -1.478  -0.048
C -1.284 -0.624 -0.575  -0.125
C 1.109 -0.312 -1.188  -0.630
C -0.323 -1.458 1.465  -0.706
N -1.102 -0.428 0.761  -0.162
N 1.225 0.645 -0.327  0.008
O -2.286 -0.178 1.400  -0.121
O 2.635 1.112 0.019  -0.111
O 2.079 -0.867 -1.818  -0.133
O -0.063 2.832 0.225  -0.176
O -0.466 -1.352 2.714  -0.085
O 0.114 -2.383 0.810  0.016
H -0.435 -1.092 -2.416  0.070
H -2.267 -0.925 -1.016  0.109
H 3.221 0.490 -0.377  0.003
H 0.417 1.914 0.059  -0.012
H -0.749 2.464 0.740  -0.049
H -1.894 -0.379 2.413  0.152